1.
C31H55FeN3O3P as an isolated structure at a distorted geometry. Source: the Open Molecules 2025 dataset; level of theory: wB97M-V/def2-TZVPD.

```
94
Properties=species:S:1:pos:R:3:forces:R:3
Fe 0.187 0.217 0.917 0.97 1.17 -0.54
C -2.833 -2.488 3.024 0.01 -0.09 0.09
O -1.523 -1.971 2.787 -0.20 0.12 0.06
C -0.671 -1.976 3.919 0.10 0.04 -0.10
C -0.130 -0.582 4.140 0.01 0.00 -0.11
O 0.682 -0.103 3.035 0.08 -0.15 0.12
C 2.064 -0.444 3.236 0.00 0.03 -0.03
C 2.954 0.288 2.260 -0.01 -0.05 0.08
O 2.473 0.148 0.927 -0.30 -0.22 0.16
C 3.411 0.682 -0.011 0.07 -0.11 -0.07
H -2.804 -3.561 3.230 0.01 0.01 0.01
H -3.312 -1.978 3.864 0.00 0.02 -0.01
H -3.415 -2.320 2.120 0.02 -0.01 0.01
H 0.151 -2.681 3.757 -0.04 -0.06 -0.01
H -1.212 -2.292 4.815 0.05 0.03 0.05
H 0.485 -0.554 5.041 -0.06 0.02 0.05
H -0.946 0.131 4.267 0.00 -0.01 -0.06
H 2.177 -1.521 3.152 0.03 0.01 -0.01
H 2.371 -0.143 4.241 -0.04 -0.01 0.01
H 3.960 -0.135 2.347 0.00 -0.01 -0.05
H 3.034 1.351 2.511 0.01 0.00 0.01
H 4.375 0.184 0.104 -0.01 -0.01 0.01
H 3.548 1.755 0.144 0.00 -0.02 0.02
H 3.024 0.487 -1.008 0.02 -0.02 0.02
N 0.643 2.176 1.497 -0.22 -0.01 0.13
C -0.327 3.261 1.804 -0.04 -0.04 -0.03
C -1.492 2.719 2.612 0.07 -0.03 -0.09
C -2.399 1.861 1.750 0.04 -0.03 0.02
N -1.774 0.559 1.403 -0.07 -0.66 0.16
H 1.136 1.991 2.365 -0.01 0.04 0.01
H 1.342 2.534 0.852 -0.06 0.02 -0.06
H -0.699 3.664 0.864 0.02 0.03 -0.02
H 0.181 4.070 2.333 0.00 -0.03 0.03
H -2.071 3.549 3.019 0.00 0.03 -0.05
H -1.123 2.153 3.473 -0.02 0.03 0.03
H -2.617 2.391 0.825 -0.03 0.01 0.01
H -3.348 1.672 2.255 0.01 0.00 0.02
H -2.383 0.090 0.740 0.03 0.04 -0.03
H -1.819 -0.047 2.223 -0.11 -0.07 -0.06
C -1.043 -4.264 0.481 0.02 -0.02 -0.04
C -0.817 -3.213 -0.604 0.03 -0.04 -0.11
C -2.114 -2.519 -0.992 -0.02 0.00 0.09
P 0.522 -1.978 -0.215 -0.35 -0.08 0.33
C 1.954 -3.168 -0.031 0.04 0.08 0.02
C 2.147 -3.644 1.409 -0.04 -0.05 -0.02
C 3.306 -2.698 -0.572 -0.01 0.04 0.05
C 0.746 -1.277 -1.884 -0.02 0.00 -0.04
C 1.135 -2.039 -2.966 -0.01 0.00 0.01
C 1.149 -1.533 -4.271 0.01 -0.02 -0.01
C 1.576 -2.378 -5.428 0.00 0.01 0.00
C 0.720 -0.209 -4.474 -0.01 0.01 0.01
C 0.309 0.575 -3.433 0.05 -0.07 0.07
C 0.335 0.075 -2.092 -0.15 0.00 -0.01
N -0.041 0.817 -1.033 -0.06 0.18 0.00
C -0.659 2.095 -1.359 0.10 -0.12 -0.01
C -2.037 2.152 -1.590 -0.02 -0.07 -0.05
C -2.885 0.916 -1.709 0.01 0.01 -0.03
C -2.632 3.387 -1.828 0.01 -0.03 -0.01
C -1.898 4.561 -1.904 0.07 0.02 0.02
C -2.553 5.886 -2.170 0.01 0.00 0.00
C -0.517 4.459 -1.771 -0.08 0.03 0.00
C 0.115 3.250 -1.515 0.05 0.04 0.09
C 1.619 3.232 -1.479 0.00 -0.01 -0.01
H -1.884 -4.895 0.188 -0.01 0.01 0.01
H -1.274 -3.806 1.439 0.01 0.00 0.01
H -0.184 -4.919 0.605 -0.01 -0.02 -0.01
H -0.433 -3.734 -1.488 -0.02 0.05 -0.04
H -2.557 -2.016 -0.126 0.00 -0.01 -0.03
H -2.837 -3.253 -1.350 -0.01 0.00 0.02
H -1.965 -1.789 -1.786 0.00 -0.01 -0.04
H 1.619 -4.028 -0.620 0.06 0.02 -0.06
H 2.592 -2.852 2.005 0.05 -0.02 -0.01
H 2.850 -4.479 1.423 -0.03 -0.03 -0.01
H 1.227 -3.975 1.888 0.00 0.04 0.02
H 3.788 -2.031 0.142 0.00 0.02 0.00
H 3.247 -2.188 -1.531 0.00 -0.01 -0.01
H 3.959 -3.563 -0.695 0.01 0.00 0.02
H 1.429 -3.072 -2.819 0.00 -0.01 0.00
H 1.957 -3.344 -5.106 0.00 0.00 0.00
H 2.351 -1.873 -6.006 0.00 0.00 0.00
H 0.736 -2.547 -6.105 0.00 0.00 0.00
H 0.708 0.194 -5.480 0.01 -0.01 -0.01
H -0.025 1.586 -3.617 0.00 0.02 0.01
H -2.511 0.088 -1.119 0.00 -0.01 0.02
H -2.887 0.568 -2.746 -0.02 0.02 0.00
H -3.921 1.119 -1.439 0.00 0.00 0.03
H -3.704 3.422 -1.988 0.00 -0.01 0.00
H -3.633 5.787 -2.253 0.00 0.00 0.00
H -2.181 6.320 -3.099 0.00 0.00 0.00
H -2.336 6.596 -1.371 0.00 0.00 0.00
H 0.093 5.349 -1.884 0.01 0.00 0.00
H 2.013 3.960 -0.765 0.01 0.00 0.01
H 2.023 3.508 -2.455 0.00 0.01 0.00
H 2.005 2.248 -1.242 -0.04 0.04 -0.03
```
Forces are in eV/Å.

Values from the calculation:
E ... -3208.78845 Eh
Charge ... +2
Orbital gap (alpha / beta) ... 8.95 / 6.66 eV
2S+1 ... 2
Maximum force ... 1.61 eV/A
LUMO level (alpha / beta) ... -4.497 / -7.067 eV
⟨S²⟩ ... 0.892
HOMO energy (alpha / beta) ... -13.5 / -13.7 eV

2.
A 10-piece molecular cluster, C40H94N2O16 overall at a distorted geometry. Source: the Open Molecules 2025 dataset; level of theory: wB97M-V/def2-TZVPD.

```
152
Properties=species:S:1:pos:R:3:forces:R:3
C 9.740 24.358 22.504 -0.13 -1.39 2.14
C 10.960 23.666 21.889 -0.61 1.27 -0.87
C 10.975 23.881 20.357 0.22 0.54 0.03
C 11.540 25.184 19.993 -0.83 -1.92 0.98
N 12.117 26.139 19.811 1.05 2.19 -0.64
H 8.814 23.774 22.328 0.54 -0.11 0.17
H 9.480 25.293 22.061 0.40 1.10 0.03
H 9.892 24.398 23.658 -0.48 0.34 -2.04
H 10.909 22.629 22.090 0.07 -1.15 0.14
H 11.890 24.038 22.296 0.18 0.13 0.18
H 9.958 23.885 19.961 0.07 -0.58 -0.14
H 11.644 23.192 19.843 -0.40 -0.50 -0.06
C 13.638 16.393 21.243 0.24 -1.64 0.16
C 12.588 15.648 20.423 1.19 -1.39 0.31
C 12.962 14.121 20.173 0.14 1.04 0.30
C 14.045 14.015 19.154 -2.83 0.11 2.53
N 14.822 14.070 18.337 2.03 0.00 -1.87
H 13.333 17.401 21.449 -0.06 0.54 0.01
H 14.558 16.382 20.642 0.11 0.22 0.58
H 13.765 15.839 22.225 0.17 0.71 -1.05
H 12.434 16.078 19.457 -0.32 0.57 -0.51
H 11.692 15.644 20.994 -1.13 -0.04 0.21
H 12.047 13.610 19.861 0.36 -0.08 -0.37
H 13.269 13.663 21.124 0.16 0.07 -0.36
C 9.805 11.219 19.674 0.97 -2.34 0.59
O 9.664 11.384 21.088 -1.22 0.33 -0.79
C 8.725 12.468 21.333 2.77 0.93 -1.52
C 8.731 12.875 22.766 -2.50 -2.33 0.18
O 9.735 13.674 23.155 0.47 2.01 -0.06
C 10.946 13.026 22.960 0.89 0.37 0.74
H 8.877 11.013 19.141 -0.42 0.62 0.13
H 10.373 10.256 19.467 -0.29 1.23 0.59
H 10.373 12.041 19.279 0.08 0.50 -0.56
H 7.754 12.200 20.985 -0.85 -0.28 -0.28
H 9.113 13.384 20.729 -0.81 -1.19 0.69
H 8.818 11.936 23.375 -0.64 0.31 -0.29
H 7.731 13.329 22.896 0.59 0.15 0.57
H 10.905 12.082 23.511 0.38 -0.25 -0.35
H 11.640 13.691 23.427 0.90 0.20 0.39
H 11.246 12.916 21.920 -0.29 -0.31 0.02
C 20.253 11.449 18.611 -0.53 1.69 -3.11
O 19.577 12.225 19.517 -0.60 1.76 2.17
C 18.402 12.943 19.096 -0.38 -1.31 -0.89
C 18.479 14.333 18.387 1.21 -0.80 1.67
O 18.631 15.344 19.402 -0.10 0.14 -1.25
C 18.620 16.633 18.794 -0.45 -0.25 0.44
H 21.181 11.064 19.016 -0.04 0.01 0.17
H 20.451 12.132 17.692 0.36 -1.24 1.04
H 19.594 10.674 18.215 0.13 -0.54 0.08
H 17.673 12.928 19.937 0.87 0.58 -0.27
H 17.918 12.251 18.392 -0.15 0.23 -0.37
H 17.553 14.459 17.866 -0.90 0.15 -0.27
H 19.282 14.392 17.614 -0.16 -0.09 0.64
H 17.682 16.907 18.301 -0.55 -0.14 0.64
H 19.277 16.684 17.969 1.43 -0.15 -0.93
H 18.939 17.379 19.514 -0.25 -0.02 0.20
C 15.677 16.795 13.792 -0.65 1.34 0.57
O 15.636 15.478 14.171 0.67 -1.85 -0.03
C 16.985 14.988 14.098 -0.82 1.34 -1.34
C 17.127 13.660 14.673 0.30 -2.08 0.93
O 16.882 12.624 13.710 -0.20 -0.34 0.75
C 17.030 11.314 14.268 0.92 -0.48 -0.58
H 16.065 16.940 12.782 0.59 0.05 0.00
H 16.274 17.290 14.603 -0.46 0.59 -1.06
H 14.646 17.168 13.722 0.21 0.09 0.47
H 17.638 15.700 14.612 0.06 0.01 0.25
H 17.282 15.025 13.023 0.04 -0.30 0.58
H 16.524 13.554 15.611 -0.02 0.00 -0.78
H 18.155 13.519 15.000 0.42 0.14 0.13
H 16.882 10.576 13.442 -0.28 0.70 0.68
H 16.349 11.138 15.105 -0.13 0.02 -0.20
H 18.064 11.063 14.652 -0.68 0.78 -0.31
C 12.408 13.799 11.612 0.01 1.36 1.44
O 11.541 14.787 12.268 0.26 -1.36 -0.07
C 11.085 15.722 11.338 0.93 0.34 -1.15
C 10.122 16.740 11.872 0.89 -0.30 0.08
O 10.805 17.647 12.747 -1.65 -0.31 -0.72
C 9.851 18.639 13.118 0.52 0.33 0.01
H 13.359 14.339 11.440 -0.35 -0.51 -0.63
H 11.934 13.335 10.737 0.19 0.35 0.05
H 12.637 13.035 12.358 -0.25 0.03 -0.12
H 10.581 15.165 10.515 0.28 0.50 0.11
H 11.977 16.308 10.939 -0.91 -0.66 0.07
H 9.254 16.257 12.316 -0.05 -0.08 0.67
H 9.721 17.251 11.001 0.03 0.47 -0.28
H 10.345 19.191 13.901 -0.09 0.39 0.38
H 8.936 18.173 13.515 0.12 0.18 -0.14
H 9.606 19.361 12.296 0.13 -0.75 0.39
C 15.215 19.542 20.963 0.73 -0.08 2.01
O 14.548 19.306 19.819 -1.05 0.06 -2.55
C 13.737 20.418 19.435 -0.35 -0.62 -0.25
C 12.290 20.164 19.761 0.01 0.42 0.67
O 12.082 20.297 21.212 -0.61 -0.72 -1.31
C 10.854 19.643 21.551 0.66 -0.46 0.83
H 15.711 18.636 21.279 0.55 -0.27 -0.13
H 14.489 19.723 21.725 -0.39 0.53 1.09
H 15.912 20.381 20.923 0.23 0.06 -0.12
H 13.854 20.572 18.355 -0.04 0.09 0.28
H 14.034 21.274 20.007 0.48 0.86 0.05
H 12.083 19.163 19.439 -0.34 -0.75 -0.03
H 11.618 20.833 19.193 0.21 0.05 0.30
H 9.995 20.209 21.157 0.07 -0.29 0.16
H 10.812 19.524 22.658 -0.08 0.62 -0.67
H 10.843 18.585 21.208 -0.06 0.61 -0.33
C 15.074 17.569 17.498 -1.43 1.06 -0.06
O 13.739 17.968 17.089 -0.02 -1.26 0.04
C 12.938 16.901 16.599 -0.44 0.19 0.56
C 11.495 17.254 16.610 -1.63 0.08 0.51
O 11.026 17.504 17.982 0.61 -0.01 -1.85
C 9.672 17.819 18.026 -0.97 -0.79 1.72
H 15.449 16.744 16.912 0.25 -0.14 -0.38
H 15.079 17.334 18.555 -0.03 -0.30 0.19
H 15.577 18.519 17.381 0.89 -0.18 -0.10
H 13.056 15.908 17.049 0.43 0.37 0.67
H 13.085 16.725 15.565 0.84 -0.15 -1.45
H 10.922 16.410 16.125 0.45 0.56 0.77
H 11.276 18.119 15.950 0.22 0.02 0.58
H 9.414 18.076 19.072 0.31 -0.03 -0.37
H 9.030 16.964 17.801 0.08 -0.29 -0.25
H 9.290 18.620 17.430 0.41 0.89 -0.83
C 15.860 24.303 16.086 0.34 -0.19 -1.63
O 14.546 23.805 15.855 1.95 -1.12 -0.70
C 13.605 24.389 16.660 0.38 0.16 1.93
C 12.294 23.664 16.533 -1.09 0.55 1.84
O 12.260 22.284 16.941 0.36 1.16 -0.41
C 12.015 21.496 15.815 -1.08 -2.15 -0.26
H 16.314 23.929 17.006 -0.24 0.24 0.14
H 15.879 25.379 15.964 -0.21 0.59 0.82
H 16.536 24.051 15.236 -0.69 -0.64 0.52
H 13.469 25.383 16.305 -0.62 1.30 -0.25
H 14.005 24.559 17.732 -0.83 -0.77 -1.18
H 11.914 23.710 15.536 0.06 0.22 -0.91
H 11.548 24.258 17.140 0.63 -0.68 -0.31
H 12.747 21.522 15.017 0.56 0.54 0.00
H 11.022 21.682 15.334 0.45 0.19 0.46
H 11.995 20.431 16.133 0.02 0.59 0.08
C 9.136 14.043 17.397 -0.31 0.74 1.76
O 10.446 14.187 16.939 0.89 -0.29 0.65
C 10.749 13.525 15.731 -0.34 1.84 -1.63
C 12.211 13.223 15.543 -0.10 -1.19 0.41
O 12.516 11.906 16.038 -0.13 0.52 -0.35
C 13.907 11.728 15.955 1.15 -0.55 -1.10
H 8.875 13.078 17.915 0.51 0.59 -0.77
H 8.390 14.273 16.650 -0.26 -0.09 -0.54
H 9.049 14.849 18.170 -0.14 -0.75 -0.44
H 10.560 14.258 14.886 -0.32 -0.69 0.62
H 10.053 12.714 15.659 0.05 -0.99 -0.53
H 12.769 13.960 16.100 0.35 0.38 0.32
H 12.561 13.310 14.490 -0.56 -0.09 0.48
H 14.396 12.202 16.839 0.02 -0.09 -0.96
H 14.274 12.116 14.921 -0.23 -0.23 1.79
H 14.189 10.640 15.933 -0.64 0.80 0.27
```
Forces are in eV/Å.

Values from the calculation:
SMILES ... CCCC#N.CCCC#N.COCCOC.COCCOC.COCCOC.COCCOC.COCCOC.COCCOC.COCCOC.COCCOC
E ... -2893.32490 Eh
Charge ... 0
Orbital gap ... 9.75 eV
2S+1 ... 1
Maximum force ... 3.80 eV/A
LUMO level ... 0.484 eV
HOMO energy ... -9.3 eV